Entry P
A structure of composition C26H29N8O4Ti, computed with ωB97M-V/def2-TZVPD.

Properties
⟨S²⟩: 2.02
highest occupied orbital energy (spin up / spin down): -1.59 / -5.10 eV
frontier orbital gap (spin up / spin down): 3.95 / 7.36 eV
LUMO (spin up / spin down): 2.4 / 2.3 eV

ORCA input file:
```
! RIJCOSX wB97M-V def2-TZVPD def2/J DEFGRID3
* xyz -1 3
Ti 0.1940 -0.0006 -0.1411
C -0.4038 -1.9552 3.0075
N 0.2590 -0.7251 2.6808
C -0.4117 0.5439 2.9176
C -0.7754 1.2841 1.6518
N -1.6441 0.7756 0.7267
C -2.2502 1.8734 0.1397
C -3.1528 1.9262 -0.9143
C -3.5772 3.1731 -1.3583
C -3.1061 4.3464 -0.7714
C -2.2058 4.3071 0.2900
C -1.8025 3.0617 0.7377
N -0.9370 2.6865 1.7474
C -1.1082 -2.5211 1.8066
N -1.0052 -2.0235 0.6145
C -1.7377 -2.8728 -0.2098
C -1.9372 -2.8315 -1.5858
C -2.7312 -3.8134 -2.1476
C -3.3081 -4.8256 -1.3649
C -3.1031 -4.8872 0.0016
C -2.3072 -3.8919 0.5566
N -1.8940 -3.6415 1.8565
H -1.1201 -1.8589 3.8387
H 0.3500 -2.6884 3.3105
H 1.2263 -0.7233 2.9521
H 0.2436 1.1978 3.5029
H -1.3192 0.3842 3.5233
H -3.4934 1.0134 -1.3863
H -4.2753 3.2358 -2.1837
H -3.4408 5.3029 -1.1529
H -1.8288 5.2178 0.7394
H -0.2046 3.2894 2.0780
H -1.4555 -2.0796 -2.1965
H -2.8975 -3.8122 -3.2166
H -3.9169 -5.5800 -1.8468
H -3.5361 -5.6753 0.6042
H -2.0400 -4.2173 2.6629
C 2.9183 2.0208 1.8273
C 3.0297 0.5962 1.4107
N 2.1831 -0.0062 0.6245
C 2.6208 -1.3296 0.4452
C 3.7927 -1.5102 1.2270
N 3.9991 -0.2526 1.8289
C 4.6912 -2.5639 1.5241
O 4.4536 -3.7713 0.9513
O 5.6338 -2.4274 2.3172
C 1.9480 -2.1567 -0.5144
O 2.2586 -3.3488 -0.7097
O 0.9657 -1.5420 -1.1589
H 2.0707 2.4596 1.3006
H 3.8167 2.5829 1.5632
H 2.7722 2.1215 2.9071
H 4.8184 -0.0506 2.3737
H 3.6798 -3.6995 0.3264
C -0.3105 1.5832 -3.6100
C 0.6887 1.9393 -2.5064
C 2.1034 1.5218 -2.9196
C 0.6329 3.4458 -2.2302
N 0.3396 1.2243 -1.3083
H -0.0802 2.1111 -4.5417
H -1.3224 1.8481 -3.2985
H -0.2836 0.5109 -3.8124
H 2.4135 2.0081 -3.8505
H 2.1490 0.4396 -3.0461
H 2.8144 1.7866 -2.1341
H 0.9139 4.0296 -3.1128
H 1.3175 3.7002 -1.4180
H -0.3749 3.7344 -1.9269
*
```



Entry Q
A structure of composition C26H29N8O4Ti, computed with ωB97M-V/def2-TZVPD.

Properties
⟨S²⟩: 2.03
highest occupied orbital energy (spin up / spin down): -1.46 / -4.50 eV
frontier orbital gap (spin up / spin down): 3.79 / 6.70 eV
LUMO (spin up / spin down): 2.3 / 2.2 eV

ORCA input file:
```
! RIJCOSX wB97M-V def2-TZVPD def2/J DEFGRID3
* xyz -1 3
Ti -0.4071 -0.0997 -0.7755
C -0.0881 -3.6280 -0.9344
N 0.4394 -2.8972 -2.0702
C 1.8922 -2.7156 -2.0991
C 2.3062 -1.9656 -0.8967
N 1.7090 -0.7642 -0.5714
C 2.6157 -0.0650 0.1724
C 2.5055 1.1680 0.8145
C 3.6270 1.6853 1.4745
C 4.8328 1.0008 1.5064
C 4.9594 -0.2486 0.8725
C 3.8547 -0.7486 0.2135
N 3.6622 -1.8982 -0.5147
C -1.4476 -3.1083 -0.5992
N -1.7724 -1.8482 -0.6683
C -3.1144 -1.7804 -0.2734
C -3.9597 -0.6790 -0.1494
C -5.2495 -0.9216 0.2814
C -5.6975 -2.2184 0.5852
C -4.8673 -3.3163 0.4667
C -3.5692 -3.0656 0.0330
N -2.4845 -3.9003 -0.2006
H 0.5862 -3.4126 -0.0933
H -0.1244 -4.7222 -1.0611
H 0.0911 -3.2515 -2.9503
H 2.0726 -2.1593 -3.0446
H 2.4690 -3.6538 -2.1664
H 1.5612 1.6991 0.8172
H 3.5434 2.6388 1.9818
H 5.6788 1.4208 2.0354
H 5.8962 -0.7937 0.8908
H 4.3089 -2.6621 -0.5688
H -3.6060 0.3164 -0.3803
H -5.9307 -0.0884 0.3914
H -6.7165 -2.3587 0.9240
H -5.2086 -4.3149 0.7071
H -2.4296 -4.8890 -0.0396
C 3.2231 1.6689 -2.5327
C 1.8652 2.1767 -2.2027
N 0.7672 1.4424 -2.1380
C -0.2491 2.2919 -1.7691
C 0.2421 3.5618 -1.6105
N 1.5820 3.4651 -1.9148
C -0.3641 4.8509 -1.2374
O -1.6379 4.8063 -0.9170
O 0.3079 5.8684 -1.2313
C -1.6122 1.7592 -1.6360
O -2.5291 2.5005 -1.2052
O -1.7797 0.5436 -2.0432
H 3.1535 0.5976 -2.7045
H 3.9074 1.8372 -1.6997
H 3.6218 2.1537 -3.4265
H 2.2198 4.2416 -1.8442
H -2.0024 3.8492 -0.9920
C -2.2625 0.2697 2.6791
C -0.8457 0.6561 2.2415
C -0.6675 2.1682 2.4230
C 0.1799 -0.0895 3.1024
N -0.6419 0.3110 0.8633
H -2.4331 0.5312 3.7290
H -2.4240 -0.8046 2.5623
H -3.0005 0.7893 2.0670
H -0.9388 2.4767 3.4377
H -1.3018 2.7031 1.7137
H 0.3705 2.4608 2.2439
H 0.0964 0.1903 4.1585
H 1.1894 0.1362 2.7566
H 0.0260 -1.1676 3.0161
*
```



Most stable to least stable: entry Q, entry P



Entry P
The ion H2N2O4P with charge -1, computed with ωB97M-V/def2-TZVPD.

Properties
highest occupied orbital energy: -5.68 eV
SMILES: N[P@@](=O)([O-])ON=O
frontier orbital gap: 9.76 eV
LUMO: 4.1 eV

ORCA input file:
```
! RIJCOSX wB97M-V def2-TZVPD def2/J DEFGRID3
* xyz -1 1
N -1.5024 0.2046 0.3424
P -0.1219 -0.7679 0.0263
O 0.0494 -1.8732 1.0341
O 0.0304 -0.9741 -1.4523
O 1.1382 0.3083 0.5053
N 1.4670 1.4620 -0.0497
O 2.6865 1.7371 0.0114
H -2.1984 -0.6249 0.1926
H -1.5487 0.5282 -0.6100
*
```



Entry Q
The ion H2N2O4P with charge -1, computed with ωB97M-V/def2-TZVPD.

Properties
highest occupied orbital energy: -4.93 eV
SMILES: N[P@@](=O)([O-])[N+](=O)[O-]
frontier orbital gap: 9.04 eV
LUMO: 4.1 eV

ORCA input file:
```
! RIJCOSX wB97M-V def2-TZVPD def2/J DEFGRID3
* xyz -1 1
N 1.4233 -0.0181 -0.1879
P -0.1194 -0.7054 0.0056
O -0.6241 -1.5355 -1.1004
O -0.1027 -1.2522 1.8312
N -1.1715 0.8494 -0.0674
O -0.7653 1.9091 0.3032
O -2.3722 0.6824 -0.4028
H 1.8642 0.4108 -1.0070
H 1.8677 -0.3405 0.6255
*
```



Entry R
The ion H2N2O4P with charge -1, computed with ωB97M-V/def2-TZVPD.

Properties
highest occupied orbital energy: -4.64 eV
SMILES: N[P@@](=O)([O-])[N+](=O)[O-]
frontier orbital gap: 8.78 eV
LUMO: 4.1 eV

ORCA input file:
```
! RIJCOSX wB97M-V def2-TZVPD def2/J DEFGRID3
* xyz -1 1
N -0.2390 -0.0117 -0.2788
P 0.9143 0.9305 -1.0806
O 0.2784 1.7634 -2.1411
O 2.1935 1.4500 0.1971
N 1.9079 -0.3386 -1.7941
O 1.9455 -1.3855 -1.1903
O 2.5051 -0.1113 -2.8021
H -0.4786 0.4671 0.5792
H 0.1453 -0.8969 0.0311
*
```



Most stable to least stable: entry P, entry R, entry Q



Entry P
A structure of composition H4O2Rb, computed with ωB97M-V/def2-TZVPD.

Properties
highest occupied orbital energy: -16.47 eV
frontier orbital gap: 12.35 eV
LUMO: -4.1 eV

ORCA input file:
```
! RIJCOSX wB97M-V def2-TZVPD def2/J DEFGRID3
* xyz 1 1
Rb -0.7384 0.3235 -1.6263
O 1.3315 -0.2453 -0.6108
H 1.5046 -0.2554 0.3306
H 0.5601 -0.8016 -0.7190
O -0.7004 0.3755 0.5350
H -0.4207 -0.1506 1.2842
H -1.5367 0.7538 0.8062
*
```



Entry Q
A structure of composition H4O2Rb, computed with ωB97M-V/def2-TZVPD.

Properties
highest occupied orbital energy: -15.59 eV
frontier orbital gap: 11.42 eV
LUMO: -4.2 eV

ORCA input file:
```
! RIJCOSX wB97M-V def2-TZVPD def2/J DEFGRID3
* xyz 1 1
Rb 0.7301 -1.6373 0.6370
O 0.6552 0.3614 -0.2741
H 0.2424 0.6045 -1.1028
H 1.5497 0.6948 -0.3445
O -1.0254 -0.2228 0.6858
H -0.3220 0.1278 0.1395
H -1.8301 0.0716 0.2591
*
```



Most stable to least stable: entry P, entry Q



Entry P
A cluster of 2 separate species, CH7N6 in total, computed with ωB97M-V/def2-TZVPD.

Properties
highest occupied orbital energy: -13.38 eV
frontier orbital gap: 7.83 eV
LUMO: -5.6 eV

ORCA input file:
```
! RIJCOSX wB97M-V def2-TZVPD def2/J DEFGRID3
* xyz 1 1
C 2.0420 -0.6730 -0.1071
N 2.1004 1.8135 -0.1815
N 0.9368 -1.4293 0.0288
N 1.9449 0.6368 0.0120
N -2.8865 0.1994 -0.7809
N -1.3150 0.0504 0.7146
N -2.3744 0.5715 0.3184
H 3.1061 -1.1923 -0.1576
H 2.1022 2.5262 0.5596
H -3.3577 0.9618 -1.1993
H -2.4249 -0.4334 -1.3312
H -0.0734 -1.1162 0.0992
H -1.0976 0.4003 1.6563
H 1.2971 -2.3157 0.3688
*
```



Entry Q
A structure of composition CH7N6, computed with ωB97M-V/def2-TZVPD.

Properties
highest occupied orbital energy: -13.99 eV
frontier orbital gap: 11.04 eV
LUMO: -3.0 eV

ORCA input file:
```
! RIJCOSX wB97M-V def2-TZVPD def2/J DEFGRID3
* xyz 1 1
C 1.8204 0.9568 0.0072
N 1.8802 -1.7623 -0.0611
N 0.8653 -2.2323 -0.0094
N 0.6672 1.0087 0.0043
N -0.2921 -2.4858 0.0488
N 3.1001 0.9103 0.0153
N -1.8031 0.4713 -0.0304
H -0.6823 0.7570 -0.0072
H -0.6263 -3.4354 0.0834
H 3.6557 1.7503 0.0563
H 3.5517 0.0072 -0.0231
H -2.0270 0.0778 -0.9437
H -2.3809 1.2915 0.1471
H -1.9616 -0.2343 0.6890
*
```



Most stable to least stable: entry Q, entry P



Entry P
A cluster of 2 separate species, C2H4O2S in total, computed with ωB97M-V/def2-TZVPD.

Properties
⟨S²⟩: 2.02
highest occupied orbital energy (spin up / spin down): -7.12 / -10.88 eV
frontier orbital gap (spin up / spin down): 7.16 / 8.32 eV
LUMO (spin up / spin down): 0.0 / -2.6 eV

ORCA input file:
```
! RIJCOSX wB97M-V def2-TZVPD def2/J DEFGRID3
* xyz 0 3
C -0.4767 -0.9352 0.5322
C 0.6620 -1.5010 0.8082
O -2.2733 0.4255 -0.7726
O 0.7910 1.7801 -1.2057
S -1.6783 0.1907 0.5474
H 0.9607 1.8517 -0.2519
H 0.4773 -2.5872 0.9997
H 1.6832 -1.0778 0.6930
H -0.1457 1.8531 -1.3505
*
```



Entry Q
The molecule C2H4O2S, computed with ωB97M-V/def2-TZVPD.

Properties
⟨S²⟩: 2.01
highest occupied orbital energy (spin up / spin down): -6.35 / -9.94 eV
frontier orbital gap (spin up / spin down): 7.10 / 8.02 eV
LUMO (spin up / spin down): 0.8 / -1.9 eV

ORCA input file:
```
! RIJCOSX wB97M-V def2-TZVPD def2/J DEFGRID3
* xyz 0 3
C -0.5381 0.2538 0.0097
C 1.0109 -0.7027 0.1449
O -1.4456 -0.2042 -0.9048
O -0.2884 1.5736 0.1438
S -2.0300 -0.5512 0.6741
H 1.6755 -0.1355 0.8063
H 1.3490 -0.6420 -0.8213
H 0.9511 -1.7137 0.4772
H -0.6844 2.1218 -0.5300
*
```



Most stable to least stable: entry Q, entry P



Entry P
The ion CHN2OS with charge -1, computed with ωB97M-V/def2-TZVPD.

Properties
highest occupied orbital energy: -3.23 eV
SMILES: N#CN([O-])S
frontier orbital gap: 6.64 eV
LUMO: 3.4 eV

ORCA input file:
```
! RIJCOSX wB97M-V def2-TZVPD def2/J DEFGRID3
* xyz -1 1
N 3.6999 0.9509 1.2282
C 2.6615 0.4706 1.0553
N 1.5738 -0.1541 0.7159
O 1.4572 -1.4714 1.5291
S 0.1110 0.7222 0.5098
H -0.3641 -0.1649 -0.3834
*
```



Entry Q
A structure of composition CHN2OS, computed with ωB97M-V/def2-TZVPD.

Properties
highest occupied orbital energy: -3.34 eV
frontier orbital gap: 7.30 eV
LUMO: 4.0 eV

ORCA input file:
```
! RIJCOSX wB97M-V def2-TZVPD def2/J DEFGRID3
* xyz -1 1
C 0.4912 0.2578 -1.0711
N -0.6673 0.4889 -1.2379
N 0.0842 -1.3847 1.0458
O 1.5571 -0.1970 -0.8365
S -0.9025 -0.3762 0.6963
H -0.5627 1.2112 1.4034
*
```



Most stable to least stable: entry Q, entry P